Arrangement one

ORCA calculation (the ωB97M-V functional and the def2-TZVPD basis) on a structure of composition C8H14N2.

The geometry in XYZ format:
```
24
Properties=species:S:1:pos:R:3
C 0.11 2.95 -0.02
C -0.49 2.55 1.19
C 0.40 1.84 -0.77
C -0.69 1.17 1.07
C 0.66 -1.05 -1.93
C -1.17 -1.69 -0.38
C 1.24 -1.41 0.50
C 0.18 -1.02 -0.45
N -0.10 0.78 -0.14
N -1.12 0.21 1.93
H 0.09 4.00 -0.39
H -0.95 3.18 1.86
H 0.75 1.71 -1.73
H 1.40 -0.22 -2.06
H 1.28 -2.08 -2.13
H -0.18 -0.92 -2.63
H -1.23 -2.28 0.46
H -1.96 -1.05 -0.22
H -1.03 -2.29 -1.29
H 1.70 -2.40 0.35
H 2.04 -0.77 0.37
H 0.99 -1.42 1.53
H -1.48 0.71 2.76
H -0.44 -0.50 2.12
```

Properties
- net charge = 0

Atomic partial charges in e from the Mulliken method, atoms 1 to 8: -0.564 -0.587 -0.494 0.196 -1.701 -1.583 -1.521 1.461


Arrangement two

ORCA calculation (the ωB97M-V functional and the def2-TZVPD basis) on a cluster of 2 separate species, C8H14N2 in total.

The geometry in XYZ format:
```
24
Properties=species:S:1:pos:R:3
C -0.43 -1.64 0.97
C -0.18 -0.30 0.76
C -0.21 0.87 -0.06
C -1.49 -2.36 -2.70
C 0.35 0.76 -1.40
C -1.35 1.87 -0.09
C 2.18 0.21 2.95
C 1.49 1.16 2.01
N -0.57 -2.75 1.27
N 0.55 0.75 1.15
H -2.33 -3.02 -2.50
H -1.43 -1.71 -1.89
H -0.65 -3.01 -2.89
H 0.84 -0.26 -1.78
H 1.15 1.57 -1.46
H -0.49 1.04 -2.05
H -1.02 2.67 -0.79
H -1.35 2.40 0.84
H -2.26 1.40 -0.36
H 3.20 0.06 2.64
H 2.11 0.51 4.06
H 1.62 -0.77 2.75
H 1.83 2.14 2.06
H -1.58 -1.59 -3.50
```

Properties
- net charge = 0

Atomic partial charges in e from the Mulliken method, atoms 1 to 8: 0.201 -0.433 1.304 -0.872 -1.432 -1.563 -0.920 -0.008


Stability check: which of them is most stable? arrangement one.


Arrangement one

ORCA calculation (the ωB97M-V functional and the def2-TZVPD basis) on a cluster of 2 separate species, H3OS2 in total.

The geometry in XYZ format:
```
6
Properties=species:S:1:pos:R:3
O 1.93 2.63 -2.74
H 1.35 3.34 -2.46
S -0.30 -0.44 1.77
S -0.75 -1.20 -0.05
H 1.55 1.98 -2.13
H -1.40 -0.19 -0.59
```

Properties
- net charge = -1

How positive or negative is each atom? The Mulliken charges in e answer that: -0.656 0.306 -0.730 -0.311 0.348 0.043


Arrangement two

ORCA calculation (the ωB97M-V functional and the def2-TZVPD basis) on a cluster of 2 separate species, H3OS2 in total.

The geometry in XYZ format:
```
6
Properties=species:S:1:pos:R:3
O -0.51 0.65 4.03
H -0.44 1.30 3.34
S -0.46 -1.01 -1.48
S 0.65 0.61 -0.86
H -0.72 -0.09 3.42
H 1.87 0.22 -1.27
```

Properties
- net charge = -1

How positive or negative is each atom? The Mulliken charges in e answer that: -0.668 0.322 -0.727 -0.329 0.343 0.058


Stability check: which of them is most stable? arrangement two.


Arrangement one

ORCA calculation (the ωB97M-V functional and the def2-TZVPD basis) on a cluster of 2 separate species, C2H3BrClNO in total.

The geometry in XYZ format:
```
9
Properties=species:S:1:pos:R:3
C 0.56 -0.28 0.87
C -1.27 -0.38 -0.41
N 1.30 0.55 0.24
O 0.60 -1.04 1.77
Cl -1.09 -1.80 -1.39
Br -1.25 1.29 -1.38
H -2.07 -0.25 0.20
H 0.94 0.95 -0.59
H 2.29 0.97 0.68
```

Properties
- net charge = 0
- multiplicity = 3

Atomic partial charges in e from the Mulliken method, atoms 1 to 8: 0.330 -0.284 -0.264 -0.403 -0.076 -0.125 0.413 0.150


Arrangement two

ORCA calculation (the ωB97M-V functional and the def2-TZVPD basis) on the molecule C2H3BrClNO.

The geometry in XYZ format:
```
9
Properties=species:S:1:pos:R:3
C -1.03 -0.10 0.10
C 1.70 -0.13 0.14
N -2.25 -0.32 0.57
O 0.20 -0.38 0.67
Cl 1.79 1.43 -0.64
Br -3.64 0.20 -0.47
H -0.92 0.39 -0.88
H 2.25 -0.16 1.07
H 1.91 -0.93 -0.57
```

Properties
- net charge = 0
- multiplicity = 3

Atomic partial charges in e from the Mulliken method, atoms 1 to 8: 0.268 -0.131 -0.318 -0.301 -0.122 -0.110 0.184 0.256


Stability check: which of them is most stable? arrangement one.


Arrangement one

ORCA calculation (the ωB97M-V functional and the def2-TZVPD basis) on the molecule C3H7NP2.

The geometry in XYZ format:
```
13
Properties=species:S:1:pos:R:3
C -0.34 -1.88 0.99
P -0.92 -1.07 -0.66
P -1.84 0.57 0.49
C -0.31 1.71 0.29
C 0.72 1.23 -0.65
N 0.61 -0.12 -1.10
H -1.18 -2.60 1.25
H -0.02 -1.04 1.59
H 0.47 -2.55 0.69
H -0.35 2.72 0.79
H 0.83 1.94 -1.48
H 1.67 1.39 -0.06
H 0.66 -0.31 -2.13
```

Properties
- net charge = 0
- SMILES = CP1#P=CCN1

Atomic partial charges in e from the Mulliken method, atoms 1 to 8: -1.071 0.065 -0.001 -0.457 -0.258 -0.440 0.310 0.409


Arrangement two

ORCA calculation (the ωB97M-V functional and the def2-TZVPD basis) on the molecule C3H7NP2.

The geometry in XYZ format:
```
13
Properties=species:S:1:pos:R:3
C -0.91 1.53 0.87
C 0.20 1.61 -0.01
C -0.44 -1.58 0.67
N 0.32 0.48 -0.92
P -2.57 0.24 -0.54
P -0.77 -0.88 -1.01
H -1.44 2.36 1.32
H 0.18 2.54 -0.66
H 1.27 1.83 0.53
H 0.27 -2.33 0.50
H -1.28 -2.11 1.08
H 0.13 -0.84 1.39
H 0.65 0.71 -1.79
```

Properties
- net charge = 0

Atomic partial charges in e from the Mulliken method, atoms 1 to 8: -0.785 -0.093 -0.923 -0.335 0.023 0.044 0.363 0.274


Stability check: which of them is most stable? arrangement one.


Arrangement one

ORCA calculation (the ωB97M-V functional and the def2-TZVPD basis) on a structure of composition CH2Br2S.

The geometry in XYZ format:
```
6
Properties=species:S:1:pos:R:3
C -0.76 0.15 -0.17
S 0.56 -0.62 0.75
Br -0.92 2.12 -0.01
Br -2.40 -0.72 0.18
H -0.82 0.11 -1.92
H 1.46 -0.13 -0.23
```

Properties
- net charge = 0

How positive or negative is each atom? The Mulliken charges in e answer that: -0.327 -0.106 -0.012 -0.019 0.274 0.190


Arrangement two

ORCA calculation (the ωB97M-V functional and the def2-TZVPD basis) on a cluster of 2 separate species, CH2Br2S in total.

The geometry in XYZ format:
```
6
Properties=species:S:1:pos:R:3
C -0.24 -0.30 -0.46
S -1.25 0.85 0.34
Br -0.10 -2.01 0.02
Br 2.36 0.60 -0.02
H -0.06 0.15 -1.47
H -0.71 0.71 1.58
```

Properties
- net charge = 0

How positive or negative is each atom? The Mulliken charges in e answer that: -0.372 -0.040 0.135 -0.360 0.437 0.201


Stability check: which of them is most stable? arrangement two.


Arrangement one

ORCA calculation (the ωB97M-V functional and the def2-TZVPD basis) on the molecule Cl2H3PSi.

The geometry in XYZ format:
```
7
Properties=species:S:1:pos:R:3
Cl -2.28 -1.23 0.19
Si -0.42 -0.57 0.90
P 0.63 0.46 -1.25
Cl 0.56 1.93 -2.24
H -0.86 -0.07 2.21
H 0.74 -1.46 0.66
H 1.62 0.94 -0.48
```

Properties
- net charge = 0
- SMILES = Cl[SiH2]PCl

How positive or negative is each atom? The Mulliken charges in e answer that: -0.247 0.426 0.066 -0.136 -0.088 -0.041 0.020


Arrangement two

ORCA calculation (the ωB97M-V functional and the def2-TZVPD basis) on a cluster of 2 separate species, Cl2H3PSi in total.

The geometry in XYZ format:
```
7
Properties=species:S:1:pos:R:3
Si 0.98 -0.71 0.67
P -1.12 1.17 -1.43
Cl 2.58 0.28 1.25
Cl 1.38 -2.26 -0.46
H -0.21 -1.14 1.60
H -1.42 2.41 -0.62
H -2.19 0.26 -1.02
```

Properties
- net charge = 0

How positive or negative is each atom? The Mulliken charges in e answer that: 0.361 -0.178 -0.130 -0.143 -0.015 0.058 0.047


Stability check: which of them is most stable? arrangement two.


Arrangement one

ORCA calculation (the ωB97M-V functional and the def2-TZVPD basis) on a cluster of 2 separate species, C4H12NO3 in total.

The geometry in XYZ format:
```
20
Properties=species:S:1:pos:R:3
C 0.32 -0.12 0.08
C 1.61 0.72 -0.22
C 2.43 1.07 1.01
O 2.21 2.44 1.41
N -0.80 0.32 -0.77
C -1.34 -0.79 -1.65
O -1.81 -1.86 -1.00
H 0.58 -1.15 -0.19
H -0.02 -0.19 1.12
H 2.12 0.03 -0.88
H 1.40 1.63 -0.78
H 2.40 0.41 1.88
H 3.51 1.08 0.78
H 1.36 2.72 1.07
H -1.51 0.68 -0.15
H -2.17 -0.25 -2.14
H -0.43 -1.07 -2.20
H -3.03 -1.90 0.11
H -3.15 -1.83 1.65
O -3.69 -1.96 0.86
```

Properties
- net charge = -1

Atomic partial charges in e from the Mulliken method, atoms 1 to 8: -0.488 -0.939 -0.260 -0.550 -0.403 -0.665 -0.911 0.285


Arrangement two

ORCA calculation (the ωB97M-V functional and the def2-TZVPD basis) on a structure of composition C4H12NO3.

The geometry in XYZ format:
```
20
Properties=species:S:1:pos:R:3
C -2.19 -0.23 0.74
O -2.90 -0.64 -0.88
C -0.85 0.43 0.37
C -0.08 0.00 -0.89
C 1.04 0.93 -1.31
O 1.96 1.15 -0.30
N 0.06 0.44 1.54
H -2.21 -0.96 1.68
H -2.62 -1.16 0.15
H -3.03 0.38 1.03
H -1.09 1.53 0.14
H 0.51 -0.96 -0.58
H -0.77 -0.21 -1.68
H 1.53 0.57 -2.28
H 0.56 1.94 -1.69
H 0.96 0.80 1.17
H 0.20 -0.54 1.80
H 2.78 -1.91 0.52
H 2.79 -0.36 0.14
O 3.36 -1.19 0.33
```

Properties
- net charge = -1

Atomic partial charges in e from the Mulliken method, atoms 1 to 8: -0.653 -0.536 0.329 -0.515 -0.439 -0.954 -0.911 0.322


Stability check: which of them is most stable? arrangement one.


Arrangement one

ORCA calculation (the ωB97M-V functional and the def2-TZVPD basis) on a structure of composition C2H3BrF2.

The geometry in XYZ format:
```
8
Properties=species:S:1:pos:R:3
C -0.55 0.36 -0.68
C 0.68 -0.35 0.60
F 1.17 -1.45 0.11
F 1.61 0.57 0.84
Br -2.33 0.36 0.07
H -0.32 1.43 -1.08
H -0.53 -0.34 -1.46
H 0.27 -0.57 1.61
```

Properties
- net charge = 0

How positive or negative is each atom? The Mulliken charges in e answer that: -0.574 0.352 -0.228 -0.243 -0.130 0.303 0.315 0.204


Arrangement two

ORCA calculation (the ωB97M-V functional and the def2-TZVPD basis) on the molecule C2H3BrF2.

The geometry in XYZ format:
```
8
Properties=species:S:1:pos:R:3
F 1.70 0.28 -1.50
C 0.93 -0.49 -0.69
F 1.70 -1.56 -0.38
C 0.43 0.33 0.62
Br 1.78 1.59 1.30
H 0.05 -0.92 -1.06
H -0.48 0.95 0.30
H 0.10 -0.35 1.49
```

Properties
- net charge = 0
- SMILES = FC(F)CBr

How positive or negative is each atom? The Mulliken charges in e answer that: -0.223 0.320 -0.254 -0.607 -0.115 0.227 0.311 0.342


Stability check: which of them is most stable? arrangement two.